Entry 1:
17
Properties=species:S:1:pos:R:3 method="wB97M-V/def2-TZVPD" charge=+2 spin_multiplicity=1 e_lumo_ev="-13.38 / -13.38" e_homo_ev="-16.37 / -16.37"
Hg -1.57315 -0.55059 -0.12188
C -2.58616 -2.66214 -1.16455
O -3.52995 -3.30176 -0.95676
C 0.91659 -0.43851 -2.42731
O 1.17131 -0.77942 -3.49846
C 1.41609 -1.95060 0.81506
O 2.06199 -2.82556 1.15654
C -1.53127 2.10432 -1.06497
O -2.28612 2.88028 -1.43635
C 2.26719 2.30542 1.32952
H 1.61942 3.14689 1.54804
H 2.57018 1.73009 2.19596
C 2.70549 2.03379 0.08705
H 3.39146 1.20304 -0.13443
H 2.38996 2.61754 -0.79251
O -1.22391 -1.28486 3.72449
C -0.96798 -0.58913 2.86509

---

Entry 2:
15
Properties=species:S:1:pos:R:3 method="wB97M-V/def2-TZVPD" de_lowest_ev=1.925 spin_multiplicity=1 e_lumo_ev=-0.96 e_homo_ev=-9.51
N 2.25086 -1.05820 -2.29294
C 1.10736 -1.03930 -2.02421
C -0.32043 -0.97111 -1.75717
C -0.96436 -1.62688 -2.91826
N -1.49045 -2.23840 -3.81004
C -0.88182 -0.23777 -0.71320
C -0.17570 0.47943 0.41420
C -0.85992 0.96167 1.63255
C 0.17864 1.20464 2.49458
N 1.30304 0.73961 1.81522
N 1.13560 0.38175 0.58429
H -1.90792 -0.40103 -0.75101
H -1.97107 1.12783 1.68891
H 0.35619 1.87220 3.38220
H 2.23998 0.80555 2.25487

---

Taking the records one at a time from the top gives energy values of -797.86446; -488.07476 a.u..
Taking the records one at a time from the top gives molar mass values of 368.7; 144.1 g/mol.